[1]
Formula: C14H38F2N2O16P
Source: the OMol25 dataset
Level of theory: ωB97M-V with the def2-TZVPD basis set

Results
Spin multiplicity: 1
Largest force on an atom in eV/Å: 2.77
Total energy in eV: -65585.368
Charge: +1

Atoms and positions in Å:
H (-0.461, 0.466, 2.044)
H (-1.166, -1.861, 1.536)
H (-1.549, 0.262, -0.102)
H (6.069, -8.150, -2.046)
H (-2.330, 3.516, -3.639)
N (5.865, -2.669, 2.872)
C (-2.415, -0.439, 1.995)
H (-4.917, 6.301, 1.684)
P (3.944, -1.980, 1.305)
O (-4.464, 4.748, 0.450)
H (1.227, -4.448, -2.747)
O (-1.495, 1.093, 0.385)
H (-1.132, -2.979, -0.722)
H (-0.199, 4.550, -2.818)
H (3.673, -7.671, -3.082)
H (-3.870, 6.736, 0.310)
H (4.532, -6.252, -0.804)
O (0.997, -3.865, -0.763)
C (3.197, -4.398, 1.562)
H (-6.214, 7.580, -0.031)
H (0.937, -4.797, -0.528)
H (-0.869, 5.059, 0.661)
C (0.628, -3.751, -2.154)
H (6.090, -5.830, -2.721)
O (-1.996, -1.539, 1.176)
O (-2.043, 3.970, 1.953)
H (-3.429, -0.190, 1.692)
O (-7.083, 5.753, 0.232)
O (1.305, -2.013, 1.670)
C (4.176, -6.814, -2.638)
H (3.589, -0.772, 1.903)
O (-0.648, 5.316, 4.004)
H (0.011, 2.801, -3.056)
H (-1.502, 6.532, 2.592)
H (-1.091, -5.038, -1.995)
N (3.163, -3.174, 2.239)
H (-4.157, 4.614, -0.458)
H (-2.142, 4.502, -1.027)
C (-0.512, 3.566, -2.474)
O (6.921, -3.022, 2.877)
H (-1.299, 4.607, 4.024)
F (1.318, -2.935, 3.627)
C (-0.844, 4.691, 1.688)
H (-2.799, 4.529, 1.723)
H (-1.800, 1.604, 2.346)
C (-0.667, 5.822, 2.677)
H (0.268, 6.353, 2.501)
O (4.228, -7.058, -1.228)
H (3.571, -2.061, -0.038)
H (-2.323, 2.428, -2.231)
C (-2.011, 3.411, -2.603)
C (-5.967, 6.528, -0.177)
H (-0.031, 3.972, 1.787)
O (4.044, -4.628, 0.761)
H (5.561, -6.532, -4.270)
C (-4.740, 6.146, 0.620)
O (5.512, -2.136, 1.465)
C (-1.493, 0.735, 1.767)
H (-6.746, 4.868, 0.407)
H (3.589, -5.910, -2.837)
H (-5.792, 6.348, -1.245)
C (5.579, -6.683, -3.192)
O (-1.610, -3.105, -1.546)
F (2.293, -5.240, 1.883)
C (-0.852, -4.017, -2.323)
H (0.863, -2.732, -2.455)
O (6.329, -7.853, -2.925)
C (1.837, -2.674, 2.499)
O (-0.139, 3.480, -1.097)
H (-2.421, -0.742, 3.046)
O (-2.672, 4.406, -1.829)
H (-0.279, 2.570, -0.805)
H (-1.148, -3.903, -3.364)

Atomic partial charges in e from the Mulliken method, atoms 1 to 8:
1 H 0.027
2 H 0.242
3 H 0.270
4 H 0.332
5 H 0.349
6 N 0.393
7 C -0.677
8 H 0.317


[2]
Formula: C14H38N2O7
Source: the OMol25 dataset
Level of theory: ωB97M-V with the def2-TZVPD basis set

Results
Spin multiplicity: 1
Energy relative to the best compared isomer or geometry (same formula, charge and spin) in eV: 0.080
Largest force on an atom in eV/Å: 2.29
Total energy in eV: -32442.607
Charge: 0

Atoms and positions in Å:
H (-2.607, -4.428, 0.166)
H (1.271, -6.368, 2.912)
H (1.164, -4.740, 3.182)
H (-1.690, -1.154, -1.848)
C (-1.259, 4.508, -0.531)
O (-1.291, -4.672, 1.732)
H (-3.347, 0.910, -0.371)
H (2.982, -4.521, -2.978)
H (0.813, 1.004, -1.717)
H (0.726, -1.759, -2.275)
C (1.076, 6.745, -0.301)
O (0.644, 7.919, -0.980)
H (0.296, 9.921, -0.725)
H (-1.223, 6.505, -0.890)
O (-1.879, 2.295, -0.165)
H (3.516, -5.042, -0.893)
H (0.875, 9.081, 0.715)
N (1.387, -5.380, 1.039)
H (-3.351, -4.878, 1.664)
N (-1.243, 5.898, -0.077)
H (-0.887, -6.631, 2.069)
C (-0.619, -5.638, 2.476)
H (2.044, 6.850, 0.198)
H (2.024, -3.321, 1.214)
C (-2.460, -5.049, 1.052)
H (-2.352, -6.087, 0.721)
H (0.141, -4.089, -0.959)
H (-0.264, 6.924, 1.439)
C (2.991, -4.166, -0.481)
H (-0.914, -0.304, -0.512)
H (-0.813, 8.930, 0.151)
H (-3.999, 2.506, 0.208)
C (2.662, -3.514, -2.700)
C (0.015, 6.212, 0.662)
C (0.895, -5.467, 2.399)
C (-1.409, 3.424, 0.537)
H (3.235, -4.506, 1.548)
C (2.376, -4.310, 0.900)
H (0.559, -5.028, 0.551)
H (1.166, 6.076, -1.158)
H (3.510, -2.824, -2.760)
H (3.917, -3.563, -0.393)
O (1.376, 1.689, -1.311)
C (-0.788, -1.118, -1.230)
H (-0.454, 3.208, 1.029)
H (-1.719, -2.435, 0.163)
O (-0.649, -3.565, -1.132)
C (0.234, 8.987, -0.166)
H (1.918, -3.142, -3.403)
H (0.400, 5.302, 1.121)
H (-0.919, -5.735, 3.530)
O (0.458, -0.930, -1.865)
H (0.877, 1.965, -0.535)
H (0.030, -2.387, 0.390)
O (2.121, -3.531, -1.394)
C (-3.149, 1.817, 0.196)
C (-0.757, -2.376, -0.369)
H (-0.442, 4.283, -1.235)
H (-3.082, 1.488, 1.247)
H (-2.018, 3.840, 1.349)
H (-2.112, 4.375, -1.206)

Atomic partial charges in e from the Mulliken method, atoms 1 to 8:
1 H 0.194
2 H 0.349
3 H 0.330
4 H 0.192
5 C -0.288
6 O -0.235
7 H 0.240
8 H 0.390


[3]
Formula: C14H39AlN4O7
Source: the OMol25 dataset
Level of theory: ωB97M-V with the def2-TZVPD basis set

Results
Spin multiplicity: 2
Largest force on an atom in eV/Å: 2.70
Total energy in eV: -42000.455
Charge: +3

Atoms and positions in Å:
H (0.512, 3.392, -1.485)
H (-0.076, 4.638, -2.384)
H (2.777, 2.547, 0.126)
H (-0.565, 2.968, -2.706)
H (1.048, -5.133, -2.795)
H (3.318, -5.990, -1.558)
Al (2.821, -2.012, 0.551)
C (-6.011, 0.091, 3.503)
C (2.594, -5.646, -0.820)
H (4.663, 0.059, 2.725)
C (-6.227, 2.037, 1.768)
H (2.630, 0.686, -2.447)
N (-0.322, 0.307, -0.060)
N (4.465, 0.220, 1.747)
C (1.562, -4.223, -2.485)
C (3.540, 1.772, 0.194)
H (1.703, -6.274, -0.817)
H (3.013, -5.620, 0.187)
H (-4.703, 1.780, 3.281)
O (-1.407, 0.283, 0.494)
H (-0.279, -2.867, -4.325)
C (3.623, 1.358, 1.707)
H (1.490, -1.626, -2.993)
O (2.569, 4.314, -3.053)
H (-6.753, -0.603, 3.108)
H (1.690, 2.586, -3.766)
H (-6.676, -1.290, 5.365)
H (2.342, 4.944, -2.365)
H (-6.447, 0.706, 4.291)
H (1.184, 4.078, -4.538)
C (-5.675, -1.636, 5.108)
H (-4.239, 1.072, 0.771)
H (-5.020, -1.908, 5.935)
O (0.696, 0.096, 0.609)
H (2.641, 1.086, 2.094)
O (-0.135, 0.451, -1.288)
H (2.333, -3.923, -3.195)
C (3.600, 0.937, -2.017)
H (-5.884, -2.553, 4.557)
H (3.616, 3.377, 2.662)
H (4.396, 0.316, -2.430)
N (1.193, -1.784, -2.041)
C (-0.538, -2.946, -3.270)
H (-4.825, -0.266, 1.055)
H (-5.641, 2.761, 1.202)
O (2.219, -4.318, -1.185)
H (5.165, 2.913, 2.068)
H (-6.747, 1.338, 1.113)
C (4.274, 2.515, 2.553)
C (-5.271, 1.170, 2.578)
H (5.398, 0.464, 1.449)
H (-1.106, -3.858, -3.084)
H (-7.078, 2.489, 2.279)
H (4.630, 2.206, 3.537)
C (0.289, 3.621, -2.527)
H (3.867, 1.967, -2.252)
C (1.404, 3.620, -3.573)
O (3.477, 0.694, -0.657)
N (-4.441, 0.505, 1.583)
H (4.451, 2.311, -0.063)
C (0.540, -3.113, -2.185)
H (0.522, -1.074, -1.785)
H (-1.184, -2.101, -3.031)
O (-5.037, -0.766, 4.206)
H (0.030, -3.151, -1.223)

Atomic partial charges in e from the Mulliken method, atoms 1 to 8:
1 H 0.224
2 H 0.440
3 H 0.229
4 H 0.349
5 H 0.441
6 H 0.336
7 Al 1.080
8 C -0.754


[4]
Formula: C14H39N3NaO8P
Source: the OMol25 dataset
Level of theory: ωB97M-V with the def2-TZVPD basis set

Results
Spin multiplicity: 1
Energy relative to the best compared isomer or geometry (same formula, charge and spin) in eV: 0.000
Largest force on an atom in eV/Å: 1.38
Total energy in eV: -49708.686
Charge: -2

Atoms and positions in Å:
C (-3.941, 0.021, 0.134)
C (-7.132, 1.385, -1.011)
H (4.564, -1.916, -0.130)
H (2.889, -1.347, 3.188)
H (1.228, 2.718, 0.184)
P (-0.409, 2.106, 2.320)
H (-0.008, -2.862, 0.432)
N (-3.608, 1.038, 1.117)
H (-1.790, 0.229, -4.943)
C (3.113, 3.017, 0.772)
H (-1.842, -0.654, -2.709)
H (-0.096, -0.185, -5.190)
H (5.707, -2.028, 3.830)
C (3.603, -1.384, 2.358)
H (2.419, 0.725, 0.743)
C (-3.618, -1.333, 0.779)
H (-0.401, -2.603, -3.138)
H (-0.971, 1.505, -2.867)
H (4.795, 4.403, 0.942)
N (-0.399, 0.730, -2.545)
H (4.352, -0.147, -0.089)
C (-1.009, -0.485, -4.672)
H (-3.891, -2.224, 0.199)
H (-7.751, 1.148, -0.137)
H (2.277, -2.167, 0.817)
O (-0.072, 2.678, 0.861)
H (4.352, -0.585, 2.430)
O (0.886, 1.976, 3.158)
C (-0.849, -0.533, -3.159)
H (-5.515, -0.692, -1.112)
H (-2.631, 0.842, 1.443)
O (-1.426, 3.003, 3.000)
H (-3.246, 0.070, -0.736)
H (-7.381, 2.396, -1.345)
H (-1.363, -1.456, -5.035)
O (2.200, 2.618, -0.211)
H (0.949, -3.357, -0.961)
O (-5.770, 1.334, -0.727)
N (1.959, -0.123, 1.058)
H (1.549, 0.082, 1.981)
H (-3.606, 1.946, 0.669)
C (-5.376, 0.051, -0.303)
Na (-0.067, 0.503, -0.050)
C (4.933, -2.790, 3.651)
H (2.631, 3.523, 1.615)
C (2.857, -1.265, 1.043)
H (-7.379, 0.730, -1.865)
H (3.577, 2.138, 1.262)
H (1.040, -1.609, -2.767)
O (-0.965, 0.654, 2.036)
H (0.531, 0.983, -2.882)
H (3.776, 4.667, -0.437)
H (3.263, -1.110, -1.047)
O (-0.338, -1.760, -1.251)
H (-4.076, -1.375, 1.772)
O (4.302, -2.633, 2.414)
C (4.229, 3.874, 0.167)
H (4.908, 3.278, -0.449)
H (4.217, -2.755, 4.487)
C (-0.043, -2.993, -0.647)
H (-0.782, -3.762, -0.911)
H (-6.008, -0.272, 0.541)
H (-2.539, -1.385, 0.947)
C (-0.047, -1.694, -2.626)
H (5.409, -3.773, 3.711)
C (3.830, -1.108, -0.109)

Atomic partial charges in e from the Mulliken method, atoms 1 to 8:
1 C 1.375
2 C -0.793
3 H 0.418
4 H 0.543
5 H 0.443
6 P 0.627
7 H 0.269
8 N -0.659


[5]
Formula: C14H39N3O4
Source: the OMol25 dataset
Level of theory: ωB97M-V with the def2-TZVPD basis set

Results
Spin multiplicity: 1
Energy relative to the best compared isomer or geometry (same formula, charge and spin) in eV: 1.782
Largest force on an atom in eV/Å: 3.12
Total energy in eV: -27806.687
Charge: 0

Atoms and positions in Å:
C (-2.723, -1.993, -1.052)
H (3.468, 3.701, 6.365)
H (-0.795, -0.365, 2.817)
C (1.265, 4.620, 3.816)
H (-4.070, -1.123, -2.298)
H (0.368, 4.187, 3.373)
H (2.036, 2.510, 3.656)
H (-1.081, 2.561, 2.747)
H (-1.006, -0.463, 0.581)
H (3.879, 4.104, 4.697)
H (2.840, -1.654, -0.955)
C (-3.528, -3.338, -0.585)
H (2.737, 0.139, -1.438)
H (2.359, -0.688, -5.646)
H (-3.752, -6.144, -0.752)
H (-0.161, -2.258, -5.780)
C (2.331, -0.870, -1.517)
H (3.255, 5.310, 5.590)
C (-3.163, -5.653, 0.023)
H (0.439, 0.802, 2.122)
H (-4.120, -3.236, 0.325)
H (2.730, 4.522, 0.796)
H (-4.226, -3.602, -1.379)
H (1.070, -0.159, -3.775)
H (0.609, -1.795, -3.525)
H (2.589, 2.101, 5.189)
H (1.203, 3.622, 1.151)
H (1.283, -0.777, -1.233)
H (0.717, -1.899, -7.168)
C (1.683, 3.816, 5.027)
O (-2.629, -4.403, -0.302)
N (2.541, -2.659, -5.345)
C (3.128, 4.233, 5.477)
H (-3.856, -5.617, 0.863)
H (-2.388, -6.359, 0.319)
N (1.814, 2.444, 4.639)
O (2.225, 4.567, 2.800)
C (-1.517, 1.580, 2.938)
H (-3.197, 0.119, -1.571)
H (-2.333, -3.081, -2.622)
H (0.924, 5.616, 4.100)
H (-2.561, 1.570, 2.625)
O (2.606, -1.180, -2.940)
C (1.733, -1.498, -5.271)
H (3.283, -2.710, -4.662)
H (-4.443, -0.763, -0.585)
C (1.455, -1.177, -3.824)
H (-1.580, 1.455, 4.019)
C (0.558, -1.530, -6.155)
C (-0.613, 0.537, 2.232)
H (1.949, -3.477, -5.326)
H (0.165, -0.514, -6.161)
H (0.973, 4.045, 5.821)
N (-1.840, -2.307, -2.201)
H (-1.972, -1.678, -0.327)
C (-3.653, -0.842, -1.331)
O (-1.164, 0.408, 0.952)
H (1.245, 5.351, 1.146)
C (1.832, 4.473, 1.413)
H (-0.919, -2.579, -1.889)

Atomic partial charges in e from the Mulliken method, atoms 1 to 8:
1 C 1.060
2 H 0.377
3 H 0.298
4 C -0.549
5 H 0.391
6 H 0.076
7 H 0.248
8 H -0.013


[6]
Formula: C14H39O7P2S
Source: the OMol25 dataset
Level of theory: ωB97M-V with the def2-TZVPD basis set

Results
Spin multiplicity: 1
Largest force on an atom in eV/Å: 0.37
Total energy in eV: -58896.425
Charge: -1

Atoms and positions in Å:
C (1.762, 1.564, -2.991)
H (2.194, 3.659, -3.233)
H (-0.910, -1.321, -3.277)
P (0.066, 2.185, 0.845)
C (-0.069, -0.396, 7.916)
H (0.053, 4.192, 0.149)
H (0.400, -2.132, -1.323)
C (-1.156, -2.277, -2.814)
H (2.734, -0.650, -4.320)
H (3.472, 2.601, -3.856)
H (-0.927, -3.207, -0.854)
H (-0.072, 0.200, -0.453)
H (0.578, -0.978, 8.574)
O (1.582, 1.431, 7.776)
O (-2.833, 1.273, -1.524)
H (-3.036, -0.905, -0.940)
H (-2.212, -6.110, -2.960)
O (-0.532, -3.255, -3.645)
C (-0.854, 0.944, -0.193)
H (-1.176, -1.463, -0.838)
C (2.001, -0.522, -5.116)
H (0.062, 1.417, 9.066)
H (-2.647, -4.891, -4.171)
H (2.099, 0.018, 6.346)
H (0.063, -0.755, 6.895)
H (-3.921, -0.546, 0.883)
O (0.542, 3.405, -0.123)
H (3.268, 2.809, -2.114)
H (1.096, -1.067, -4.843)
H (-2.733, -4.508, -2.447)
H (2.463, 1.560, -5.593)
H (-1.274, 2.598, -1.598)
C (2.734, 2.727, -3.062)
H (1.232, 2.818, 5.432)
H (-4.756, 0.245, -0.874)
C (-2.164, -5.047, -3.205)
S (-0.728, 2.841, 2.466)
C (-0.712, -4.600, -3.253)
P (-3.483, 0.276, -0.210)
C (2.055, 1.107, 6.473)
O (1.516, 1.464, 1.014)
H (1.461, 0.540, 0.749)
H (0.237, 1.368, 5.300)
H (-3.803, 1.483, 0.504)
H (-0.445, 1.660, 7.397)
H (1.056, 1.714, -2.178)
H (-1.107, -0.581, 8.195)
H (-0.230, -4.793, -2.287)
H (2.422, -0.957, -6.025)
C (1.263, 1.731, 5.343)
O (0.955, 1.422, -4.148)
H (1.718, 1.490, 4.382)
C (0.233, 1.088, 8.039)
C (1.611, 0.933, -5.304)
H (-2.245, -2.376, -2.850)
H (-0.989, 1.051, -2.383)
O (-1.828, 0.344, 0.552)
H (0.866, 1.010, -6.097)
C (-0.682, -2.278, -1.372)
H (-0.171, -5.180, -4.003)
H (3.084, 1.471, 6.465)
C (-1.477, 1.522, -1.519)
H (2.296, 0.633, -2.766)

Atomic partial charges in e from the Mulliken method, atoms 1 to 8:
1 C 0.806
2 H 0.308
3 H 0.091
4 P 0.940
5 C -1.015
6 H 0.297
7 H 0.221
8 C -0.202